11
Properties=species:S:1:pos:R:3:lowdin_charge:R:1 method="wB97M-V/def2-TZVPD" e_homo_ev=-8.6 gap_ev=9.796 e_above_lowest_kcal_mol=73.0 total_energy_ha=-173.125806
C 0.9907 -0.5132 -0.1748 -0.103
C 0.3548 0.9275 0.1115 -0.268
C -0.5549 -0.9133 0.1650 -0.237
H 1.7473 -0.6051 0.5272 0.051
H 1.0839 -0.6970 -1.3324 0.132
H 0.6388 1.7927 -0.6229 0.127
H 0.5757 1.1099 1.1039 0.062
H -1.8431 0.9652 0.0981 0.153
H -0.7997 -1.1356 1.2370 0.096
H -1.2408 -1.3395 -0.8382 0.165
N -0.9528 0.4085 -0.2743 -0.179